[1]
C28H30N6O3 | ωB97M-V with the def2-TZVPD basis set

Summary:
SMILES string: CCOc1ccc2[nH]c(=O)c(CN(Cc3ccco3)[C@@H](CC)c3nnnn3Cc3ccccc3)cc2c1
ΔE to the lowest compared entry with this formula, charge and spin (kJ/mol): 49.6
Frontier orbital gap (eV): 8.09

Each line ends with the Mulliken charge.
Element x y z (Å)
C  3.90746  2.12253  -4.99039  -0.95
C  4.34139  0.72784  -5.43140  -0.41
O  3.25351  -0.07416  -5.84734  -0.47
C  2.39570  -0.57576  -4.91873  0.41
C  1.25274  -1.20205  -5.44734  -0.74
C  0.30696  -1.76028  -4.62623  -0.82
C  0.47267  -1.71500  -3.24031  -0.30
N  -0.45804  -2.25108  -2.39079  0.09
C  -0.40582  -2.21123  -1.02265  -0.31
O  -1.31849  -2.68610  -0.35469  -0.78
C  0.77562  -1.56375  -0.46825  -0.42
C  0.85715  -1.45814  1.02919  -0.77
N  1.21177  -0.11044  1.45767  0.29
C  1.82341  -0.10821  2.78344  -1.31
C  0.87918  -0.40519  3.90919  0.55
C  0.30112  -1.56434  4.34008  -0.43
C  -0.54163  -1.21187  5.42288  -0.50
C  -0.41763  0.13333  5.56869  -0.70
O  0.43455  0.63096  4.65766  -0.33
C  0.07406  0.80736  1.37923  1.87
C  0.47735  2.26514  1.67210  -1.00
C  1.65541  2.73574  0.83023  -1.41
C  -0.57402  0.77165  0.03788  -1.41
N  -0.09026  1.22464  -1.10003  0.13
N  -1.03351  1.05452  -2.01177  -0.74
N  -2.07292  0.53581  -1.50362  -0.68
N  -1.83750  0.33990  -0.20563  1.38
C  -2.83120  -0.25642  0.64685  -0.79
C  -3.08860  0.55462  1.88840  0.39
C  -3.24667  1.93336  1.80543  -0.19
C  -3.47383  2.68026  2.94693  -0.72
C  -3.56121  2.05529  4.17952  -0.49
C  -3.42181  0.68079  4.26678  -0.75
C  -3.18045  -0.06603  3.12733  -0.09
C  1.73294  -1.05723  -1.27789  0.25
C  1.61514  -1.10377  -2.69671  0.25
C  2.57019  -0.53643  -3.54971  0.06
H  3.23077  2.06893  -4.14121  0.29
H  4.78021  2.70742  -4.71309  0.35
H  3.39165  2.62196  -5.80648  0.30
H  4.91125  0.22589  -4.63943  0.31
H  4.97745  0.79779  -6.31833  0.33
H  1.13993  -1.22292  -6.51944  0.45
H  -0.57226  -2.22748  -5.04409  0.39
H  -1.29528  -2.65914  -2.79035  0.24
H  -0.09643  -1.80207  1.45990  0.38
H  1.64174  -2.13585  1.37860  0.84
H  2.26957  0.87155  2.95935  0.47
H  2.62605  -0.84985  2.77042  0.67
H  0.46030  -2.54763  3.94678  0.56
H  -1.14816  -1.87300  6.00719  0.49
H  -0.85920  0.82800  6.25480  0.57
H  -0.69854  0.51304  2.11439  -0.61
H  0.69804  2.36588  2.73555  0.47
H  -0.39408  2.89252  1.46686  0.52
H  2.53630  2.13416  1.03327  0.28
H  1.87900  3.77643  1.05333  0.48
H  1.41473  2.63943  -0.22462  0.28
H  -2.51852  -1.27687  0.89356  0.32
H  -3.73734  -0.32021  0.03518  0.31
H  -3.18822  2.42190  0.84271  0.47
H  -3.58654  3.75166  2.87307  0.43
H  -3.74081  2.63917  5.06983  0.41
H  -3.49481  0.18695  5.22394  0.49
H  -3.05805  -1.13721  3.19810  0.39
H  2.58373  -0.55787  -0.83890  0.45
H  3.42821  -0.06754  -3.09584  0.49

***

[2]
C28H31BF6O4S | ωB97M-V with the def2-TZVPD basis set

Summary:
ΔE to the lowest compared entry with this formula, charge and spin (kJ/mol): 0.0
Frontier orbital gap (eV): 3.71

Each line ends with the Mulliken charge.
Element x y z (Å)
C  -7.04279  1.20124  -1.63236  -0.82
O  -6.54949  -0.05147  -1.10599  -0.40
C  -5.39449  -0.54747  -1.62501  0.96
C  -4.89597  -1.74622  -1.05146  -0.81
C  -3.59225  -2.11948  -1.27949  -0.13
C  -2.76396  -1.34172  -2.13492  0.32
C  -1.32722  -1.53872  -2.13019  -0.40
O  -0.62619  -1.15334  -3.16800  -0.26
C  0.21516  -2.06725  -3.88914  -0.59
C  -3.32752  -0.24865  -2.83610  -0.50
C  -4.62929  0.13013  -2.60653  -0.43
H  -7.95536  1.40538  -1.07455  0.24
H  -6.31217  2.00334  -1.46900  0.37
H  -7.27194  1.12288  -2.70326  0.34
H  -5.54760  -2.30305  -0.37873  0.43
H  -3.17557  -3.00902  -0.79405  0.40
H  -0.88155  -2.22646  -1.40010  0.68
H  0.58312  -1.48939  -4.73721  0.27
H  1.04128  -2.39320  -3.24907  0.25
H  -0.36203  -2.92920  -4.24165  0.33
H  -2.69623  0.33410  -3.51440  0.44
H  -5.04815  0.99807  -3.12084  0.39
C  4.73223  0.77678  5.54099  -1.25
C  3.83224  1.02506  4.39423  0.58
C  3.44754  2.24461  3.87485  -0.73
C  2.58432  2.14146  2.72542  -1.11
C  2.31932  0.82851  2.39976  0.38
B  1.28178  0.33367  1.23637  1.96
C  2.25647  0.26126  -0.08638  -0.08
C  2.88180  -0.92388  -0.40164  -0.83
C  3.68596  -0.98779  -1.53205  0.22
C  4.35221  -2.28893  -1.85487  0.86
F  5.44189  -2.14255  -2.66020  -0.29
F  4.76383  -2.94588  -0.72655  -0.27
F  3.48652  -3.14101  -2.50704  -0.29
C  3.85797  0.11282  -2.35830  -1.17
C  3.19882  1.28361  -2.02967  0.09
C  3.31433  2.50176  -2.89658  0.86
F  2.08275  2.89733  -3.35966  -0.27
F  3.83196  3.56752  -2.20217  -0.27
F  4.10947  2.30598  -3.98518  -0.30
C  2.40311  1.37258  -0.89034  -0.53
O  0.71638  -0.92949  1.58805  -0.72
C  -0.58929  -0.59823  2.04294  1.58
C  -1.47911  -1.80411  1.76717  -1.40
C  -0.56030  -0.27223  3.53351  -2.09
C  -0.91157  0.74441  1.20432  1.57
C  -1.27530  0.39951  -0.22051  -1.03
C  -2.00731  1.63017  1.76136  -2.03
O  0.32852  1.41004  1.18305  -0.73
S  3.09556  -0.27465  3.47663  -0.28
H  5.03480  1.73049  5.98054  0.34
H  4.21463  0.18272  6.30231  0.27
H  5.63271  0.23967  5.22073  0.26
H  3.78317  3.17964  4.30553  0.30
H  2.21219  3.01533  2.20252  0.45
H  2.77722  -1.79031  0.24465  0.63
H  4.48271  0.05290  -3.23649  0.58
H  1.92787  2.31132  -0.62813  0.48
H  -2.53003  -1.57936  1.99129  0.26
H  -1.39307  -2.13293  0.72604  0.02
H  -1.16168  -2.64094  2.40126  0.53
H  -1.58575  -0.14772  3.90755  0.42
H  -0.09227  -1.08874  4.09502  0.41
H  -0.00029  0.65270  3.73098  0.32
H  -2.31610  0.06117  -0.28203  0.18
H  -1.14268  1.25720  -0.89474  0.46
H  -0.60234  -0.39314  -0.58934  -0.59
H  -2.95177  1.07069  1.74767  0.30
H  -1.78863  1.95056  2.78212  0.43
H  -2.12261  2.50995  1.11707  0.43

***

[3]
C28H31BrMnN5O | ωB97M-V with the def2-TZVPD basis set

Summary:
Total charge: +1
ΔE to the lowest compared entry with this formula, charge and spin (kJ/mol): 20.3
Frontier orbital gap (spin up / spin down) (eV): 5.86 / 5.94
Multiplicity: 6

Each line ends with the Mulliken charge.
Element x y z (Å)
Mn  0.16662  -1.56207  -1.69967  0.36
N  -3.16434  0.83545  -3.17564  0.07
C  -1.94278  0.50402  -2.76471  -0.42
N  -1.51340  -0.71787  -2.65902  -0.44
C  -2.37114  -1.77328  -3.03140  0.53
N  -1.95326  -3.00901  -2.96687  -1.10
N  -0.71483  -3.11423  -2.45290  0.80
C  -0.11959  -4.25847  -2.33012  -0.27
C  1.19111  -4.21474  -1.72659  0.87
C  1.90209  -5.35262  -1.34908  -0.90
C  3.12941  -5.21457  -0.73514  -0.20
C  3.65482  -3.93934  -0.55496  -0.83
C  2.90220  -2.85250  -0.95782  0.01
N  1.69504  -2.96666  -1.50491  -0.23
C  -3.72938  -1.47653  -3.42634  0.80
C  -4.67001  -2.46835  -3.71005  -0.36
C  -5.97768  -2.12010  -3.97803  -0.73
C  -6.36567  -0.78242  -3.98400  -0.45
C  -5.44113  0.21545  -3.73499  -0.78
C  -4.12893  -0.13471  -3.45720  0.10
H  -3.42690  1.80552  -3.25611  0.27
H  -1.28116  1.32100  -2.49869  0.46
H  -0.60221  -5.17486  -2.65189  0.43
H  1.46503  -6.32590  -1.53144  0.40
H  3.67870  -6.08000  -0.39093  0.44
H  4.63004  -3.79462  -0.11386  0.42
H  3.27086  -1.84057  -0.83556  0.41
H  -4.34976  -3.50048  -3.71408  0.48
H  -6.70673  -2.89340  -4.17714  0.42
H  -7.39460  -0.51375  -4.17906  0.42
H  -5.72643  1.26037  -3.75342  0.38
C  1.83129  1.93579  5.11804  -1.61
C  0.41422  1.83079  4.53264  1.80
C  -0.42056  0.91469  5.42869  -2.17
C  -0.24420  3.21856  4.51443  -1.62
C  0.51240  1.30226  3.10436  -0.20
C  -0.08948  0.12203  2.69527  -0.06
C  0.06282  -0.28634  1.39148  0.10
Br  -0.81099  -1.92804  0.82606  -0.15
C  0.79471  0.39807  0.39932  1.02
O  0.85340  -0.10538  -0.81693  -0.88
C  1.40858  1.60820  0.81969  -0.85
C  1.23382  2.00258  2.14191  -0.20
C  2.26606  2.53753  -0.06690  1.99
C  1.60891  3.92755  -0.08716  -1.63
C  2.44591  2.10310  -1.52509  -1.76
C  3.66979  2.63095  0.55224  -1.64
H  1.79132  2.25621  6.16102  0.46
H  2.43505  2.65763  4.56721  0.32
H  2.33174  0.96678  5.07546  0.36
H  -0.43306  1.31572  6.44252  0.43
H  -0.00241  -0.09251  5.47312  0.40
H  -1.45306  0.85748  5.07836  0.40
H  -0.36304  3.59436  5.53260  0.46
H  -1.23207  3.16245  4.05340  0.36
H  0.35398  3.94124  3.95822  0.31
H  -0.67978  -0.47986  3.37159  0.60
H  1.69980  2.93398  2.43782  0.25
H  0.59389  3.85797  -0.48448  0.33
H  2.18338  4.60558  -0.72195  0.47
H  1.55027  4.36767  0.90760  0.30
H  1.49336  2.03907  -2.04746  0.13
H  2.94796  1.14088  -1.59863  0.22
H  3.06244  2.84698  -2.03538  0.55
H  3.64525  3.04360  1.56052  0.29
H  4.30678  3.27134  -0.06174  0.47
H  4.12551  1.64035  0.60381  0.35